DFT (wB97M-V/def2-TZVPD) results for a molecular structure, C37H29AgN12O.

Computed properties:
Frontier orbital gap: 5.944 eV

Each line ends with the Löwdin charge.
Geometry (Å):
Ag1 0.040 0.394 0.204  0.690
C1 -5.135 -1.617 -1.552  -0.113
C2 -5.463 -1.409 -0.220  -0.102
C3 -4.547 -0.873 0.677  -0.046
C4 -3.249 -0.499 0.268  -0.280
C5 -2.919 -0.792 -1.071  -0.067
C6 -3.839 -1.320 -1.960  -0.097
N1 -2.235 0.008 1.078  0.026
C7 -2.403 0.625 2.241  -0.240
C8 -3.624 1.192 2.755  -0.045
C9 -3.700 1.699 4.018  -0.091
C10 -2.582 1.724 4.894  -0.112
C11 -1.377 1.307 4.424  -0.043
C12 -1.243 0.818 3.100  -0.224
N2 -0.036 0.561 2.540  -0.028
N3 0.983 0.491 3.270  0.055
C13 2.186 0.385 2.545  -0.339
C14 3.288 -0.141 3.224  -0.023
C15 4.494 -0.249 2.567  -0.075
C16 4.591 0.189 1.250  -0.079
C17 3.453 0.704 0.661  -0.164
N4 2.274 0.798 1.279  0.055
H1 -5.857 -2.024 -2.250  0.093
H2 -6.449 -1.687 0.140  0.099
H3 -4.823 -0.811 1.718  0.095
H4 -1.898 -0.612 -1.386  0.060
H5 -3.534 -1.530 -2.980  0.078
H6 -4.485 1.251 2.110  0.094
H7 -4.639 2.124 4.357  0.101
H8 -2.683 2.118 5.897  0.092
H9 -0.476 1.384 5.020  0.099
H10 3.160 -0.457 4.252  0.108
H11 5.359 -0.663 3.072  0.106
H12 5.524 0.143 0.703  0.098
H13 3.481 1.070 -0.361  0.099
C18 2.477 -4.259 -2.619  -0.071
N5 2.070 -3.307 -1.589  -0.123
C19 1.585 -2.070 -1.745  -0.157
N6 1.182 -1.595 -0.588  0.035
C20 1.449 -2.617 0.274  -0.192
N7 1.987 -3.678 -0.292  0.124
C21 1.311 -5.023 -3.211  -0.191
C22 1.215 -6.398 -3.067  -0.026
C23 0.129 -7.086 -3.599  -0.054
C24 -0.876 -6.405 -4.260  -0.011
C25 -0.789 -5.021 -4.399  -0.130
C26 0.306 -4.341 -3.887  0.030
C27 -1.874 -4.290 -5.051  -0.289
N8 -2.906 -4.760 -5.659  0.127
N9 -3.665 -3.662 -6.053  0.127
C28 -3.032 -2.616 -5.654  -0.301
O1 -1.883 -2.936 -5.012  0.124
C29 -3.442 -1.214 -5.748  -0.146
C30 -4.726 -0.920 -6.198  -0.012
C31 -5.161 0.393 -6.202  -0.054
C32 -4.328 1.408 -5.752  -0.033
C33 -3.040 1.123 -5.323  -0.188
C34 -2.140 2.258 -4.880  -0.072
N10 -1.214 1.907 -3.815  -0.126
C35 -1.414 1.886 -2.491  -0.130
N11 -0.317 1.483 -1.886  0.020
C36 0.547 1.269 -2.916  -0.223
N12 0.046 1.506 -4.108  0.115
C37 -2.596 -0.193 -5.327  0.026
H14 3.179 -4.940 -2.152  0.123
H15 3.000 -3.700 -3.392  0.132
H16 1.545 -1.555 -2.695  0.121
H17 1.239 -2.565 1.334  0.114
H18 1.988 -6.937 -2.528  0.117
H19 0.063 -8.161 -3.479  0.110
H20 -1.739 -6.921 -4.665  0.119
H21 0.358 -3.264 -4.008  0.115
H22 -5.373 -1.729 -6.515  0.118
H23 -6.163 0.628 -6.539  0.110
H24 -4.690 2.432 -5.733  0.116
H25 -2.743 3.098 -4.543  0.129
H26 -1.523 2.598 -5.709  0.134
H27 -2.349 2.144 -2.012  0.149
H28 1.569 0.945 -2.770  0.100
H29 -1.593 -0.432 -4.989  0.118

Atomic forces in eV per Å
-0.3 -0.1 -0.2
0.1 0.1 0.0
0.0 0.0 0.1
0.1 -0.1 -0.1
0.0 0.1 0.1
-0.1 0.1 0.1
0.0 -0.1 0.0
-0.1 -0.2 -0.2
0.2 0.1 0.1
0.1 -0.1 0.0
0.1 0.0 0.1
-0.2 0.0 0.0
0.2 0.0 -0.2
-0.6 0.0 0.0
0.0 0.0 -0.1
0.4 0.0 0.2
0.2 0.0 -0.2
0.0 0.0 0.2
0.1 0.0 0.0
0.0 0.0 0.0
-0.1 0.0 0.0
0.1 0.0 0.1
0.0 0.0 0.0
0.1 0.0 0.0
0.0 0.1 0.1
0.0 0.0 0.0
0.0 0.0 0.1
-0.1 -0.1 -0.1
0.0 0.0 0.0
0.0 0.0 0.0
0.0 0.0 0.0
0.0 0.0 0.0
0.0 0.0 0.0
0.0 0.0 0.0
0.0 0.0 0.0
-0.1 0.0 0.1
0.0 -0.2 -0.2
0.0 0.0 -0.1
0.0 -0.1 0.2
0.0 0.0 0.0
-0.2 0.3 -0.1
0.0 0.1 0.1
0.0 -0.1 0.0
0.0 0.0 0.0
0.0 0.0 0.0
0.0 0.0 0.0
0.0 0.1 0.0
-0.1 0.0 0.0
-0.1 0.1 -0.1
0.0 -0.2 0.0
-0.1 -0.1 0.0
0.3 0.3 0.1
0.0 0.0 0.1
0.0 0.0 0.0
-0.1 0.0 0.0
-0.1 0.0 0.0
0.1 0.0 0.1
0.0 -0.1 0.0
-0.1 0.0 -0.2
-0.1 -0.1 -0.1
0.4 0.0 -0.1
0.0 0.0 0.1
-0.1 0.0 0.3
0.1 0.0 0.0
0.1 0.0 0.0
0.0 0.1 -0.1
0.0 -0.1 0.1
0.0 0.0 -0.1
-0.1 0.0 0.0
0.0 0.1 0.0
0.1 0.0 0.0
0.0 0.0 0.0
0.0 0.1 0.0
0.0 0.0 0.0
0.0 -0.1 0.0
0.0 0.0 0.0
0.0 0.0 0.0
0.1 0.0 -0.1
-0.1 0.1 0.0
-0.1 0.0 0.0